(1)
The following is a quantum chemistry calculation of C4H32B4CrO4 as an isolated structure in a non-equilibrium geometry, from OMol25.

Positions of all 45 atoms, in Å:
1 Cr -21.214 14.389 -25.145
2 B -21.504 15.914 -26.624
3 H -22.219 16.130 -25.845
4 H -21.719 14.919 -26.982
5 H -21.507 16.628 -27.432
6 H -20.526 15.764 -26.192
7 B -19.703 15.174 -23.900
8 H -20.183 14.285 -23.523
9 H -18.938 15.576 -23.255
10 H -19.324 14.893 -24.871
11 H -20.417 15.966 -24.071
12 B -20.545 12.555 -25.900
13 H -20.792 12.569 -24.850
14 H -21.462 12.870 -26.375
15 H -19.873 13.380 -26.077
16 H -20.207 11.585 -26.228
17 B -22.961 14.001 -24.088
18 H -22.855 13.489 -25.032
19 H -22.167 13.588 -23.486
20 H -22.751 15.048 -24.241
21 H -23.918 13.810 -23.628
22 C -17.455 13.255 -22.860
23 O -16.848 14.595 -22.871
24 H -18.204 13.043 -23.624
25 H -16.654 12.526 -22.981
26 H -17.940 13.054 -21.905
27 H -17.519 15.139 -23.291
28 C -16.617 16.989 -20.318
29 O -17.654 17.147 -19.335
30 H -16.147 17.966 -20.435
31 H -15.974 16.193 -19.943
32 H -16.979 16.657 -21.290
33 H -18.351 16.497 -19.446
34 C -19.032 19.044 -22.234
35 O -20.194 18.289 -22.313
36 H -18.612 19.045 -21.228
37 H -18.186 18.749 -22.855
38 H -19.204 20.079 -22.530
39 H -20.161 17.413 -22.704
40 C -19.651 14.779 -20.116
41 O -20.013 15.869 -19.380
42 H -18.565 14.724 -20.047
43 H -19.924 13.815 -19.686
44 H -19.785 14.749 -21.197
45 H -20.963 15.792 -19.265

HOMO level (spin up / spin down) ... 0.401 / -2.912 eV
Kohn-Sham gap (spin up / spin down) ... 4.5 / 7.8 eV
Lowest unoccupied orbital energy (spin up / spin down) ... 4.91 / 4.90 eV
Total charge ... -2
Spin multiplicity ... 5

Partial atomic charges computed with the Mulliken method, in multiples of e: Cr -1.674; B 0.560; H -0.194; H -0.056; H -0.293; H -0.128; B 1.260; H 0.178; H -1.068; H 0.031; H 0.100; B 0.653; H -0.072; H -0.160; H -0.088; H -0.319; B 0.446; H 0.016; H -0.281; H -0.109; H -0.296; C -0.396; O -0.613; H 0.073; H 0.347; H 0.133; H 0.196; C -0.529; O -0.517; H 0.292; H 0.297; H 0.085; H 0.434; C -0.689; O -0.581; H 0.262; H 0.242; H 0.349; H 0.240; C -1.061; O -0.603; H 0.238; H 0.399; H 0.570; H 0.328

***

(2)
The following is a quantum chemistry calculation of a 17-piece molecular cluster, C4H32BO24 overall in a non-equilibrium geometry, from OMol25.

Positions of all 61 atoms, in Å:
1 O -0.305 2.940 3.018
2 C -0.325 1.867 2.351
3 O -0.839 1.675 1.172
4 B -0.523 0.320 0.700
5 O 0.328 -0.257 1.741
6 C 0.404 0.602 2.786
7 O 1.048 0.409 3.820
8 O 0.154 0.407 -0.619
9 C -0.540 -0.210 -1.590
10 O -0.387 -0.124 -2.794
11 C -1.778 -0.780 -0.875
12 O -1.764 -0.487 0.425
13 O -2.611 -1.596 -1.425
14 O -1.725 0.407 -5.685
15 H -2.658 0.469 -5.891
16 H -1.612 0.969 -4.918
17 O 1.652 3.048 4.867
18 H 0.989 2.840 4.208
19 H 2.061 2.207 5.070
20 O 2.711 -1.922 -0.067
21 H 2.474 -1.204 -0.655
22 H 3.636 -2.087 -0.251
23 O -5.136 -1.243 -2.222
24 H -4.223 -1.218 -1.933
25 H -5.089 -1.507 -3.141
26 O 1.747 -2.472 4.424
27 H 1.092 -1.820 4.174
28 H 2.549 -2.187 3.985
29 O 1.185 -0.301 -5.352
30 H 0.929 0.302 -6.050
31 H 0.523 -0.175 -4.671
32 O 1.168 2.876 -2.047
33 H 0.921 2.046 -2.453
34 H 0.954 2.763 -1.121
35 O -3.411 -2.200 2.950
36 H -2.601 -2.709 2.994
37 H -3.239 -1.533 2.285
38 O 3.514 0.923 5.701
39 H 3.238 0.008 5.758
40 H 3.847 1.128 6.575
41 O -3.535 -4.910 -0.936
42 H -3.317 -3.986 -1.060
43 H -3.324 -5.321 -1.774
44 O -0.804 5.120 0.042
45 H 0.120 4.872 0.075
46 H -1.192 4.702 0.811
47 O 3.322 -1.299 2.571
48 H 3.010 -1.514 1.691
49 H 2.724 -0.618 2.878
50 O -1.424 -2.406 -4.931
51 H -1.206 -1.505 -5.169
52 H -0.847 -2.944 -5.473
53 O -0.089 -3.462 -2.416
54 H -1.006 -3.261 -2.604
55 H 0.391 -3.124 -3.172
56 O 0.174 5.544 4.425
57 H -0.027 4.639 4.187
58 H -0.439 6.069 3.910
59 O 2.987 0.054 -2.616
60 H 2.359 0.571 -3.120
61 H 3.765 0.608 -2.561

ΔE to the lowest compared entry with this formula, charge and spin ... 175.78 kJ/mol
HOMO level ... -7.949 eV
Kohn-Sham gap ... 9.2 eV
Lowest unoccupied orbital energy ... 1.21 eV
Total charge ... -1

Partial atomic charges computed with the Mulliken method, in multiples of e: O -0.785; C 0.315; O -0.356; B 0.913; O -0.256; C 0.519; O -0.594; O -0.053; C 0.289; O -0.353; C 0.504; O -0.401; O -0.836; O -0.624; H 0.292; H 0.288; O -0.702; H 0.521; H 0.393; O -0.714; H 0.292; H 0.290; O -0.675; H 0.394; H 0.280; O -0.684; H 0.322; H 0.425; O -0.593; H 0.343; H 0.248; O -0.683; H 0.277; H 0.357; O -0.642; H 0.319; H 0.352; O -0.617; H 0.325; H 0.271; O -0.642; H 0.360; H 0.299; O -0.617; H 0.303; H 0.310; O -0.781; H 0.541; H 0.267; O -0.621; H 0.351; H 0.291; O -0.622; H 0.291; H 0.304; O -0.627; H 0.398; H 0.275; O -0.575; H 0.244; H 0.290

***

(3)
The following is a quantum chemistry calculation of a 17-piece molecular cluster, C4H32BO24 overall in a non-equilibrium geometry, from OMol25.

Positions of all 61 atoms, in Å:
1 O -2.295 1.967 1.983
2 C -1.758 1.262 1.109
3 O -0.485 1.008 0.891
4 B -0.367 0.038 -0.194
5 O -1.742 0.013 -0.821
6 C -2.581 0.622 0.010
7 O -3.847 0.622 -0.133
8 O 0.014 -1.326 0.305
9 C 1.163 -1.699 -0.312
10 O 1.786 -2.749 -0.283
11 C 1.629 -0.498 -1.236
12 O 0.616 0.459 -1.169
13 O 2.567 -0.395 -2.102
14 O 5.199 -6.188 -2.119
15 H 5.752 -5.838 -1.420
16 H 4.816 -5.415 -2.532
17 O 2.145 -7.221 -0.978
18 H 1.956 -6.321 -1.246
19 H 3.101 -7.274 -0.973
20 O -6.860 3.681 3.120
21 H -6.006 4.099 3.013
22 H -7.462 4.406 3.289
23 O 3.010 -5.824 3.067
24 H 2.418 -5.786 3.819
25 H 2.579 -5.293 2.396
26 O -4.117 5.065 -1.004
27 H -4.633 4.266 -0.901
28 H -4.694 5.765 -0.697
29 O -1.747 0.706 -4.784
30 H -1.463 1.532 -4.392
31 H -2.096 0.200 -4.050
32 O 5.856 1.859 0.783
33 H 5.470 2.012 -0.080
34 H 6.637 2.412 0.798
35 O 5.137 3.514 -2.509
36 H 4.791 3.186 -3.338
37 H 6.039 3.766 -2.707
38 O -4.656 2.680 6.402
39 H -5.457 2.241 6.688
40 H -4.656 2.583 5.450
41 O 0.837 -1.711 4.202
42 H 0.206 -1.433 3.538
43 H 1.669 -1.332 3.916
44 O 1.530 0.567 -6.176
45 H 0.712 0.639 -5.685
46 H 1.894 -0.279 -5.915
47 O 7.596 0.147 -2.292
48 H 6.923 0.620 -1.802
49 H 8.423 0.452 -1.920
50 O -7.946 -1.159 -0.256
51 H -6.998 -1.036 -0.320
52 H -8.172 -1.681 -1.026
53 O -9.010 1.027 2.374
54 H -8.378 1.708 2.604
55 H -8.561 0.493 1.719
56 O 5.986 -2.744 -4.521
57 H 5.787 -1.951 -4.024
58 H 6.941 -2.805 -4.503
59 O -1.513 4.423 5.741
60 H -1.669 4.053 4.872
61 H -2.019 3.866 6.333

ΔE to the lowest compared entry with this formula, charge and spin ... 332.54 kJ/mol
HOMO level ... -8.054 eV
Kohn-Sham gap ... 9.7 eV
Lowest unoccupied orbital energy ... 1.65 eV
Total charge ... -1

Partial atomic charges computed with the Mulliken method, in multiples of e: O -0.672; C 0.544; O -0.550; B 0.931; O -0.497; C 0.724; O -0.695; O -0.468; C 0.564; O -0.614; C 0.749; O -0.372; O -0.667; O -0.648; H 0.318; H 0.324; O -0.640; H 0.308; H 0.337; O -0.605; H 0.309; H 0.307; O -0.636; H 0.316; H 0.323; O -0.624; H 0.323; H 0.302; O -0.638; H 0.322; H 0.319; O -0.633; H 0.311; H 0.308; O -0.621; H 0.325; H 0.308; O -0.618; H 0.303; H 0.318; O -0.637; H 0.327; H 0.314; O -0.647; H 0.342; H 0.307; O -0.621; H 0.326; H 0.303; O -0.623; H 0.329; H 0.302; O -0.653; H 0.320; H 0.319; O -0.625; H 0.317; H 0.311; O -0.647; H 0.324; H 0.321

***

(4)
The following is a quantum chemistry calculation of a 11-piece molecular cluster, C4H32N2O11 overall in a non-equilibrium geometry, from OMol25.

Positions of all 49 atoms, in Å:
1 N 1.165 -1.319 -0.753
2 C 1.291 0.010 -0.097
3 C 0.588 0.046 1.263
4 C -0.940 0.189 1.293
5 N -1.597 1.397 0.752
6 C -2.009 1.399 -0.629
7 O -1.030 1.521 -1.639
8 H 1.423 -1.145 -1.718
9 H 0.212 -1.657 -0.797
10 H 0.766 0.697 -0.773
11 H 2.330 0.309 -0.122
12 H 1.071 0.874 1.799
13 H 0.867 -0.879 1.783
14 H -1.311 -0.761 0.912
15 H -1.261 0.121 2.343
16 H -0.912 2.140 0.878
17 H -2.518 0.439 -0.793
18 H -2.839 2.094 -0.831
19 H -0.374 2.195 -1.395
20 O 3.967 -1.280 0.344
21 H 3.199 -1.491 -0.206
22 H 3.673 -1.137 1.245
23 O -1.583 1.130 -4.342
24 H -0.888 1.281 -4.990
25 H -1.303 1.650 -3.571
26 O -3.257 -2.738 -1.211
27 H -2.780 -2.838 -0.355
28 H -3.579 -3.643 -1.309
29 O 2.565 2.431 1.041
30 H 1.854 2.167 0.434
31 H 3.144 2.791 0.352
32 O -1.034 -1.553 -2.342
33 H -1.151 -0.694 -2.763
34 H -1.877 -1.970 -2.109
35 O 0.914 -4.258 0.162
36 H 1.411 -4.676 -0.554
37 H 1.257 -3.357 -0.033
38 O -1.326 -2.939 0.603
39 H -1.246 -2.935 1.560
40 H -0.623 -3.533 0.264
41 O 0.595 3.815 -0.711
42 H 0.364 4.746 -0.779
43 H 0.633 3.637 0.250
44 O 0.671 3.817 2.108
45 H 1.646 3.770 2.044
46 H 0.450 3.121 2.736
47 O 0.387 -1.027 4.426
48 H 1.345 -1.115 4.355
49 H 0.116 -1.438 3.598

ΔE to the lowest compared entry with this formula, charge and spin ... 213.64 kJ/mol
HOMO level ... -9.506 eV
Kohn-Sham gap ... 9.7 eV
Lowest unoccupied orbital energy ... 0.15 eV
Total charge ... 0

Partial atomic charges computed with the Mulliken method, in multiples of e: N -0.545; C -1.158; C 0.006; C -0.558; N -0.208; C -0.496; O -0.422; H 0.199; H 0.227; H 0.062; H 1.102; H 0.387; H 0.029; H 0.196; H 0.182; H 0.288; H 0.297; H 0.227; H 0.317; O -0.671; H 0.459; H 0.293; O -0.645; H 0.297; H 0.322; O -0.671; H 0.365; H 0.278; O -0.581; H 0.159; H 0.347; O -0.694; H 0.268; H 0.374; O -0.721; H 0.336; H 0.358; O -0.653; H 0.268; H 0.377; O -0.639; H 0.271; H 0.331; O -0.721; H 0.374; H 0.326; O -0.627; H 0.328; H 0.358

***

(5)
The following is a quantum chemistry calculation of a 11-piece molecular cluster, C4H32NO10S2 overall in a non-equilibrium geometry, from OMol25.

Positions of all 49 atoms, in Å:
1 N 2.312 1.882 -0.867
2 C 2.522 1.104 0.439
3 C 1.722 -0.161 0.359
4 S 2.773 -1.554 -0.169
5 S 2.838 -2.030 -2.106
6 C 1.284 -2.931 -2.451
7 C 0.007 -2.184 -2.119
8 H 1.643 1.349 -1.469
9 H 1.628 2.616 -0.530
10 H 3.103 2.213 -1.363
11 H 2.264 1.718 1.413
12 H 3.591 0.905 0.642
13 H 0.752 -0.256 -0.238
14 H 1.080 -0.404 1.266
15 H 1.288 -3.178 -3.512
16 H 1.304 -3.951 -1.893
17 H -0.767 -2.309 -2.891
18 H 0.199 -1.082 -2.319
19 H -0.275 -2.325 -1.066
20 H -2.449 -0.242 -0.391
21 H -3.095 0.865 -1.486
22 O -2.334 0.671 -0.915
23 H 1.720 1.940 -4.433
24 H 2.133 0.528 -4.077
25 O 2.131 1.450 -3.772
26 H 2.172 -2.842 3.817
27 H 1.747 -3.632 2.675
28 O 1.533 -3.451 3.520
29 H -2.225 -0.954 1.130
30 H -3.021 -2.181 0.451
31 O -2.245 -1.652 0.332
32 H -3.254 -0.448 3.387
33 H -1.760 -0.838 3.013
34 O -2.546 -0.270 2.772
35 H -0.128 1.766 -2.786
36 H -0.744 0.906 -1.514
37 O 0.075 1.157 -2.060
38 H -0.159 -1.407 4.933
39 H -0.046 -2.401 3.753
40 O -0.425 -1.476 3.983
41 H -1.095 2.248 3.028
42 H -1.468 1.072 2.234
43 O -0.895 1.757 2.232
44 H -1.327 3.537 -0.276
45 H -0.828 2.470 0.671
46 O -0.522 3.078 0.003
47 H -3.080 2.182 -0.515
48 H -3.905 3.510 -0.152
49 O -3.225 3.234 -0.685

ΔE to the lowest compared entry with this formula, charge and spin ... 151.84 kJ/mol
HOMO level ... -11.372 eV
Kohn-Sham gap ... 9.0 eV
Lowest unoccupied orbital energy ... -2.41 eV
Total charge ... +1

Partial atomic charges computed with the Mulliken method, in multiples of e: N 0.028; C -0.478; C 0.700; S -0.132; S -0.093; C -0.564; C -0.392; H 0.010; H 0.347; H 0.354; H 0.276; H 0.396; H -0.742; H 0.049; H 0.361; H 0.316; H 0.428; H -0.076; H 0.164; H 0.294; H 0.314; O -0.832; H 0.284; H 0.297; O -0.579; H 0.319; H 0.295; O -0.628; H 0.451; H 0.252; O -0.639; H 0.300; H 0.409; O -0.787; H 0.244; H 0.299; O -0.485; H 0.287; H 0.369; O -0.693; H 0.259; H 0.355; O -0.540; H 0.375; H 0.338; O -0.572; H 0.432; H 0.313; O -0.685

***

(6)
The following is a quantum chemistry calculation of a 12-piece molecular cluster, C4H32NO12S2 overall in a non-equilibrium geometry, from OMol25.

Positions of all 51 atoms, in Å:
1 S -3.867 2.290 1.123
2 S -3.768 1.150 -0.643
3 C -2.434 -0.063 -0.674
4 C -1.122 0.109 0.159
5 C -0.013 -0.650 -0.593
6 O 0.976 0.131 -1.105
7 N -1.400 -0.534 1.474
8 C -0.938 0.301 2.561
9 H -2.601 2.280 1.545
10 H -2.072 -0.281 -1.718
11 H -2.878 -1.041 -0.460
12 H -0.850 1.206 0.261
13 H 0.503 -1.350 0.132
14 H -0.438 -1.271 -1.443
15 H -1.052 -1.514 1.552
16 H -1.047 1.403 2.402
17 H -1.630 0.131 3.390
18 H 0.064 0.046 2.908
19 H -0.676 3.661 0.913
20 H 0.779 3.252 0.579
21 O 0.239 3.872 1.116
22 H 2.224 -0.942 1.976
23 H 3.314 -0.127 1.571
24 O 2.871 -0.388 2.412
25 H 2.621 -0.026 -0.931
26 H 3.771 0.824 -0.677
27 O 3.594 -0.107 -0.689
28 H 0.836 -1.549 -3.403
29 H 2.246 -1.964 -3.231
30 O 1.399 -2.379 -3.377
31 H 1.357 1.375 -0.377
32 H 2.070 1.605 0.943
33 O 1.885 2.079 0.148
34 H 2.009 -4.654 -2.099
35 H 0.865 -3.668 -2.114
36 O 1.292 -4.325 -1.552
37 H -2.210 -2.842 0.696
38 H -1.428 -4.028 0.112
39 O -1.879 -3.726 0.945
40 H 4.369 -2.311 0.526
41 H 3.211 -2.244 -0.575
42 O 3.501 -2.547 0.285
43 H -0.063 2.648 -3.036
44 H -1.059 3.246 -1.988
45 O -0.348 3.462 -2.604
46 H 1.143 0.830 -2.575
47 H 2.488 0.679 -3.491
48 O 1.536 0.552 -3.514
49 H 2.719 -1.239 3.777
50 H 1.426 -1.169 4.602
51 O 2.260 -1.633 4.570

HOMO level (spin up / spin down) ... 2.079 / -1.599 eV
Kohn-Sham gap (spin up / spin down) ... 2.2 / 5.9 eV
Lowest unoccupied orbital energy (spin up / spin down) ... 4.29 / 4.29 eV
Total charge ... -2
Spin multiplicity ... 2

Partial atomic charges computed with the Mulliken method, in multiples of e: S -0.171; S -0.463; C -0.921; C 1.485; C -1.129; O -0.176; N -0.182; C -0.562; H -0.205; H 0.283; H 0.162; H -0.302; H -0.114; H -0.105; H 0.317; H 0.180; H 0.390; H -0.062; H 0.278; H 0.429; O -0.685; H 0.390; H 0.345; O -0.812; H 0.247; H 0.317; O -0.763; H 0.334; H 0.302; O -0.697; H 0.517; H 0.401; O -0.820; H 0.248; H 0.416; O -0.619; H 0.322; H 0.353; O -0.735; H 0.275; H 0.317; O -0.584; H 0.307; H 0.326; O -0.669; H 0.231; H 0.280; O -0.737; H 0.444; H 0.318; O -0.704